No. 1
{
  "formula": "C16H21LuN7OS4",
  "method": "ωB97M-V/def2-TZVPD",
  "elements": ["Lu", "S", "S", "S", "S", "N", "C", "C", "N", "C", "C", "N", "H", "H", "H", "H", "H", "N", "C", "N", "C", "C", "C", "C", "C", "H", "H", "H", "H", "H", "H", "H", "H", "H", "H", "N", "C", "O", "C", "C", "C", "C", "N", "C", "H", "H", "H", "H", "H", "H"],
  "positions_angstrom": [[0.483, -0.812, 1.963], [0.909, -0.398, 4.479], [-0.594, -1.789, 4.593], [-0.191, -3.243, 3.155], [-1.161, -2.679, 1.423], [5.518, 1.215, 2.159], [4.841, 0.062, 2.112], [3.444, 0.009, 1.902], [2.787, -1.151, 1.884], [3.501, -2.276, 2.044], [4.884, -2.213, 2.193], [5.538, -1.075, 2.236], [5.054, 2.106, 2.126], [6.508, 1.177, 2.344], [2.871, 0.924, 1.754], [2.958, -3.216, 2.037], [5.481, -3.110, 2.272], [0.739, -0.479, -0.299], [0.544, -0.607, -1.441], [0.333, -0.673, -2.696], [0.142, -1.923, -3.418], [-1.261, -1.973, -4.044], [-1.805, -0.566, -4.325], [-0.659, 0.379, -4.676], [0.226, 0.580, -3.447], [0.282, -2.760, -2.733], [0.912, -1.982, -4.193], [-1.946, -2.499, -3.378], [-1.204, -2.543, -4.971], [-2.331, -0.191, -3.444], [-2.523, -0.606, -5.144], [-1.040, 1.351, -4.992], [-0.080, -0.037, -5.501], [-0.213, 1.328, -2.782], [1.228, 0.921, -3.726], [-5.040, 0.684, 0.606], [-4.443, 1.894, 0.588], [-4.851, 2.848, -0.029], [-3.168, 1.979, 1.387], [-2.879, 3.152, 2.081], [-1.687, 3.227, 2.781], [-0.813, 2.152, 2.742], [-1.059, 1.034, 2.040], [-2.229, 0.957, 1.387], [-5.925, 0.594, 0.131], [-4.772, -0.041, 1.246], [-3.585, 3.968, 2.069], [-1.428, 4.106, 3.353], [0.113, 2.167, 3.314], [-2.407, 0.031, 0.840]],
  "forces_ev_per_angstrom": [[-0.7440, -0.5474, 0.5464], [0.5362, 0.3139, 0.0986], [-0.5376, -0.1230, -0.0637], [0.4646, 0.1355, 0.2243], [-0.2986, 0.0203, -0.4222], [0.2672, 0.4920, 0.0203], [-0.5471, -0.6703, -0.1569], [0.1183, -0.1187, 0.0204], [1.0845, 0.0920, 0.0363], [-0.2555, -0.1231, -0.1326], [-0.5013, -0.0666, -0.0542], [0.1765, 0.5439, 0.0028], [0.1035, -0.0898, 0.0375], [-0.1169, 0.0514, -0.0180], [0.0618, -0.0690, 0.0342], [0.0953, 0.1218, 0.0355], [-0.0653, -0.1502, 0.0602], [-0.0555, 0.1004, -0.5355], [0.2679, 0.1179, 1.4905], [-0.1491, 0.0309, -0.5422], [-0.1946, -0.6771, -0.3753], [-0.0489, 0.0676, 0.1006], [0.1164, -0.0237, -0.1411], [-0.1781, -0.0675, 0.1805], [0.1343, 0.6894, -0.3936], [0.1279, 0.1373, -0.0310], [-0.0161, 0.0049, 0.1351], [0.0098, -0.0739, -0.0119], [0.0287, -0.0489, 0.0167], [-0.0391, 0.0592, -0.0255], [-0.0400, 0.0200, 0.0888], [0.1064, -0.0247, -0.0279], [0.0299, 0.0456, -0.0528], [0.0047, -0.0545, -0.0543], [-0.0867, -0.0174, 0.0191], [-0.3203, -0.2940, -0.1918], [0.3722, -0.1299, 0.2373], [-0.1259, 0.2653, -0.0871], [0.2538, 0.0203, -0.0001], [0.1825, -0.3022, -0.0278], [0.0071, -0.1203, -0.0760], [0.1267, 0.0225, 0.1007], [-0.0509, 0.2460, 0.0084], [-0.1227, -0.0830, -0.0994], [0.0399, -0.0116, 0.0147], [0.0067, 0.0216, 0.0714], [-0.0682, 0.0786, -0.0353], [0.0138, 0.0113, 0.0393], [-0.1948, -0.0130, -0.1457], [0.0208, 0.1906, 0.0820]],
  "total_charge": 1,
  "gap_ha": 0.267
}

=====

No. 2
{
  "formula": "C16H21N3O3S",
  "method": "ωB97M-V/def2-TZVPD",
  "elements": ["O", "C", "C", "N", "C", "O", "N", "C", "C", "C", "C", "C", "C", "C", "C", "O", "N", "C", "C", "C", "C", "C", "S", "H", "H", "H", "H", "H", "H", "H", "H", "H", "H", "H", "H", "H", "H", "H", "H", "H", "H", "H", "H", "H"],
  "positions_angstrom": [[0.027, 3.426, -1.519], [0.548, 2.596, -0.807], [1.303, 1.382, -1.379], [0.726, 0.118, -0.981], [0.878, -0.454, 0.284], [1.469, 0.048, 1.213], [0.252, -1.644, 0.253], [-0.380, -1.936, -1.015], [0.191, -3.205, -1.672], [-0.638, -4.482, -1.538], [-1.145, -4.779, -0.126], [-2.511, -4.156, 0.152], [-2.504, -2.636, 0.287], [-1.918, -1.885, -0.908], [0.054, -0.714, -1.835], [-0.148, -0.520, -3.004], [0.535, 2.631, 0.536], [-0.062, 3.731, 1.271], [0.988, 4.631, 1.834], [1.685, 5.603, 1.186], [2.651, 6.229, 2.005], [2.678, 5.719, 3.261], [1.528, 4.460, 3.473], [2.344, 1.422, -1.044], [1.253, 1.429, -2.470], [0.237, -2.264, 1.044], [1.185, -3.372, -1.248], [0.318, -2.995, -2.737], [-1.491, -4.440, -2.217], [-0.004, -5.305, -1.875], [-1.245, -5.861, -0.014], [-0.415, -4.446, 0.615], [-3.192, -4.440, -0.653], [-2.910, -4.575, 1.078], [-1.972, -2.347, 1.195], [-3.539, -2.306, 0.409], [-2.339, -2.256, -1.842], [-2.205, -0.833, -0.817], [1.038, 1.924, 1.062], [-0.689, 3.328, 2.071], [-0.681, 4.283, 0.557], [1.506, 5.862, 0.158], [3.293, 7.025, 1.671], [3.303, 6.002, 4.085]],
  "forces_ev_per_angstrom": [[-0.1101, 0.3158, -0.3707], [0.2724, -0.5171, -0.0264], [0.0464, 0.3339, -0.1207], [0.1219, 0.2138, 0.1455], [0.0126, -0.0270, -0.0278], [0.3177, 0.1527, 0.2887], [-0.1771, -0.2756, 0.1359], [-0.0968, -0.1419, -0.3418], [-0.1151, -0.0850, -0.1897], [0.2406, 0.0732, 0.1574], [-0.3046, -0.1291, -0.2478], [0.1564, 0.1071, 0.2573], [-0.1002, -0.1760, -0.2701], [0.0434, 0.0735, 0.1884], [-0.0142, -0.2733, 0.0218], [-0.1117, -0.0298, -0.1294], [-0.1056, -0.0573, 0.5134], [-0.0607, -0.0122, -0.1882], [0.0486, 0.0571, 0.3896], [-0.2246, -0.1570, 0.0491], [0.1284, 0.0346, 0.1394], [-0.1201, -0.2619, 0.2146], [0.0484, 0.3337, -0.5480], [-0.0836, -0.0284, -0.0637], [0.0183, 0.0264, 0.2086], [0.0790, 0.1708, 0.0364], [0.0058, 0.0359, -0.0528], [0.0451, 0.0082, 0.0293], [-0.0301, -0.0589, -0.0716], [-0.0570, 0.0021, -0.0794], [0.0822, 0.0171, 0.0865], [0.1046, -0.0575, 0.1389], [-0.0520, -0.0565, -0.0138], [-0.0796, -0.0338, -0.0372], [-0.0641, 0.0545, 0.0615], [0.0438, 0.0607, 0.0865], [-0.0548, 0.0539, -0.0938], [-0.0145, -0.0098, -0.0661], [-0.0193, 0.0095, -0.1920], [-0.0431, 0.0748, -0.1248], [0.0161, -0.0946, 0.2111], [-0.0750, 0.0219, -0.2206], [0.1253, 0.1412, -0.0167], [0.1569, 0.1105, 0.1328]],
  "relative_energy_kcal_mol": 0.0,
  "gap_ha": 0.342,
  "smiles": "O=C(CN1C(=O)NC2(CCCCCC2)C1=O)NCc1cccs1"
}

=====

No. 3
{
  "formula": "C16H21NO",
  "method": "ωB97M-V/def2-TZVPD",
  "elements": ["C", "C", "C", "N", "C", "C", "O", "C", "C", "C", "C", "C", "C", "C", "C", "C", "C", "C", "H", "H", "H", "H", "H", "H", "H", "H", "H", "H", "H", "H", "H", "H", "H", "H", "H", "H", "H", "H", "H"],
  "positions_angstrom": [[-4.388, -1.214, -0.054], [-3.276, -1.449, -1.068], [-1.894, -1.347, -0.416], [-1.722, -0.099, 0.303], [-1.544, 1.056, -0.553], [-2.190, 2.313, 0.035], [-3.589, 2.213, -0.109], [-0.766, -0.171, 1.401], [0.667, -0.365, 0.968], [1.160, -1.658, 0.701], [2.432, -1.846, 0.239], [3.290, -0.750, 0.012], [4.605, -0.908, -0.471], [5.410, 0.179, -0.670], [4.936, 1.471, -0.396], [3.666, 1.656, 0.073], [2.810, 0.556, 0.289], [1.494, 0.713, 0.769], [-5.362, -1.316, -0.526], [-4.296, -0.211, 0.349], [-4.320, -1.930, 0.762], [-3.368, -2.444, -1.510], [-3.372, -0.721, -1.874], [-1.113, -1.499, -1.182], [-1.811, -2.156, 0.313], [-0.481, 1.262, -0.759], [-2.040, 0.864, -1.504], [-1.919, 2.420, 1.093], [-1.814, 3.193, -0.509], [-4.010, 2.950, 0.345], [-0.849, 0.757, 1.974], [-1.077, -0.994, 2.050], [0.520, -2.510, 0.878], [2.801, -2.843, 0.044], [4.965, -1.905, -0.680], [6.417, 0.052, -1.041], [5.586, 2.319, -0.559], [3.297, 2.650, 0.285], [1.147, 1.713, 0.996]],
  "forces_ev_per_angstrom": [[0.0621, 0.0294, -0.2350], [0.0823, 0.0045, 0.2635], [-0.1672, -0.0290, -0.2947], [-0.0209, -0.0398, 0.0716], [-0.2147, 0.4267, 0.2347], [0.5180, -0.0174, -0.1675], [-0.4060, -0.0481, -0.0197], [-0.0295, 0.0693, -0.0127], [0.0504, 0.3811, 0.0579], [0.2098, -0.1490, -0.0690], [-0.1796, -0.1139, 0.0383], [-0.1187, 0.3011, 0.0685], [0.1992, 0.0671, -0.0636], [0.0370, -0.2982, -0.0368], [-0.1610, 0.2374, 0.0751], [0.1861, 0.0981, -0.0557], [0.1345, -0.2720, -0.0720], [-0.1757, -0.2384, 0.1223], [-0.1375, -0.0276, 0.0127], [-0.0860, 0.0503, 0.1057], [-0.0296, -0.0920, 0.1473], [0.0322, 0.0337, -0.0987], [0.0252, -0.0335, -0.1175], [-0.0066, -0.0673, 0.1178], [0.0617, -0.0447, -0.0145], [-0.1233, -0.0380, -0.0756], [0.0719, 0.0299, -0.0551], [0.0494, 0.0056, -0.0739], [0.0140, -0.1098, 0.0910], [0.0500, -0.0697, -0.0355], [0.0411, -0.0786, 0.0674], [0.0273, 0.0791, 0.0343], [-0.0536, -0.0970, 0.0071], [0.0229, -0.0969, -0.0114], [0.0471, -0.0820, -0.0226], [0.0614, -0.0450, -0.0265], [0.0172, 0.0789, -0.0003], [-0.0185, 0.0930, 0.0164], [-0.0727, 0.1027, 0.0266]],
  "relative_energy_kcal_mol": 31.7,
  "gap_ha": 0.326,
  "smiles": "CCCN(CCO)Cc1ccc2ccccc2c1"
}

=====

No. 4
{
  "formula": "C16H22BBr2F6N2O9",
  "method": "ωB97M-V/def2-TZVPD",
  "elements": ["C", "C", "O", "O", "C", "C", "B", "O", "C", "N", "O", "N", "O", "C", "Br", "C", "C", "Br", "H", "H", "H", "H", "H", "H", "H", "H", "H", "H", "H", "H", "C", "C", "O", "C", "O", "C", "F", "F", "F", "H", "H", "H", "H", "H", "C", "C", "O", "C", "O", "C", "F", "F", "F", "H", "H", "H", "H", "H"],
  "positions_angstrom": [[-2.274, 4.088, -0.405], [-1.202, 4.922, -1.247], [-0.928, 6.091, -0.820], [-0.558, 4.524, -2.443], [-0.461, 3.086, -2.599], [0.527, 2.371, -1.509], [2.105, 2.670, -1.713], [2.393, 3.936, -2.500], [3.117, 4.857, -1.720], [3.389, 5.755, -0.944], [2.988, 2.698, -0.541], [2.389, 2.707, 0.653], [2.290, 1.598, 1.126], [2.709, 1.439, -2.684], [4.721, 1.443, -2.486], [2.215, 1.499, -4.204], [3.358, 1.037, -5.278], [0.723, 0.147, -4.449], [-2.794, 4.827, 0.314], [-1.837, 3.259, 0.236], [-3.104, 3.682, -1.093], [-1.476, 2.532, -2.474], [-0.142, 2.887, -3.680], [0.360, 1.235, -1.685], [0.057, 2.604, -0.498], [2.365, 0.446, -2.211], [1.836, 2.509, -4.569], [3.942, 0.118, -4.936], [4.008, 1.935, -5.563], [2.759, 0.713, -6.218], [-2.440, -0.820, 5.180], [-3.422, -0.255, 4.172], [-2.739, 0.532, 3.185], [-2.155, -0.156, 2.180], [-2.175, -1.357, 2.081], [-1.512, 0.800, 1.180], [-0.800, 1.775, 1.781], [-2.438, 1.421, 0.409], [-0.668, 0.180, 0.339], [-1.841, -0.020, 5.623], [-2.966, -1.352, 5.975], [-1.741, -1.514, 4.705], [-4.122, 0.413, 4.677], [-4.013, -1.044, 3.699], [0.671, -4.155, 0.328], [-0.619, -4.507, 1.041], [-0.705, -5.925, 1.267], [-0.026, -6.397, 2.334], [0.629, -5.711, 3.077], [-0.244, -7.900, 2.483], [-0.127, -8.559, 1.310], [-1.477, -8.184, 2.959], [0.634, -8.472, 3.329], [0.770, -4.733, -0.595], [0.701, -3.091, 0.085], [1.542, -4.392, 0.946], [-1.470, -4.237, 0.412], [-0.725, -3.957, 1.980]],
  "forces_ev_per_angstrom": [[-0.5107, 0.4185, -0.3783], [1.2539, 4.1939, 1.3137], [-1.1652, -4.6164, -1.9149], [-1.7223, -0.8675, 2.5738], [0.1380, -2.0720, 0.1328], [-2.0778, -0.1654, -0.7515], [0.5861, -0.8494, -1.3950], [2.8249, 3.3920, 2.5014], [-2.3401, 1.9174, 1.5050], [-0.6457, -4.4529, -4.1561], [-0.1765, -0.4090, 0.4948], [-0.3808, -1.4147, 1.3493], [0.1767, 1.4593, -0.5534], [-1.1269, -0.6780, 0.0554], [-0.7236, -0.1288, -0.4525], [2.2965, -0.5083, -0.7446], [-1.5727, -0.0812, -0.6660], [0.3965, 0.7005, 0.1750], [1.1235, -0.9780, -1.3259], [-0.4273, 1.5669, -1.3561], [1.4155, 0.3261, 0.9815], [1.3205, 1.2932, -0.2583], [-0.3235, 0.5040, 1.6460], [0.1214, 1.8421, 0.4112], [0.8395, -0.2256, -1.1831], [0.8775, 1.3826, -0.9299], [0.2617, -1.4192, 0.8928], [-0.7074, 1.5479, -0.2974], [-0.7147, -1.4383, 0.6696], [1.1374, 0.6498, 1.3629], [0.3546, -0.0734, -0.0890], [-0.2203, -0.3564, 0.5771], [0.4138, -0.0701, -1.0350], [-0.9934, -0.8571, 1.3537], [0.2887, 0.9177, -0.3622], [1.4320, 1.1559, -1.3475], [-0.5517, -0.6117, 0.1870], [-0.1777, -1.1230, 0.6605], [-0.7459, -0.2731, 0.7734], [-0.1697, -0.0184, 0.0137], [-0.0073, 0.0685, -0.0774], [-0.1608, 0.0032, 0.0261], [0.1694, 0.1840, -0.2645], [0.2333, 0.0891, -0.1281], [0.2931, -0.2159, 0.0491], [0.1617, 0.8733, -0.2558], [0.2057, -1.0422, 0.8703], [-0.0567, 2.1171, -0.5237], [-0.3950, -1.0953, -0.2444], [-0.0694, -1.9320, 0.1290], [0.0142, 0.5801, 0.2927], [0.3343, 0.5153, -0.1423], [-0.2597, 0.7097, -0.3158], [-0.1278, 0.1270, 0.0140], [-0.0640, -0.0900, 0.0343], [-0.1203, 0.1224, 0.0202], [-0.0170, -0.3430, 0.1082], [0.0818, -0.2514, -0.0260]],
  "total_charge": -1,
  "gap_ha": 0.294
}

=====

No. 5
{
  "formula": "C16H22BBrF4HgI2O2S4",
  "method": "ωB97M-V/def2-TZVPD",
  "elements": ["Hg", "C", "C", "S", "C", "C", "S", "C", "C", "S", "C", "C", "S", "H", "H", "H", "H", "H", "H", "H", "H", "H", "H", "H", "H", "H", "H", "H", "H", "I", "C", "I", "H", "H", "F", "B", "F", "F", "F", "Br", "C", "C", "C", "C", "C", "C", "C", "O", "O", "H", "H", "H", "H"],
  "positions_angstrom": [[1.041, -0.598, -0.366], [-2.178, 0.160, 1.614], [-2.695, 0.211, 0.176], [-2.087, -1.064, -0.958], [-3.171, -2.455, -0.555], [-2.957, -3.179, 0.777], [-1.227, -3.663, 1.023], [-1.083, -3.424, 2.811], [0.386, -3.404, 3.225], [1.428, -2.148, 2.445], [1.214, -0.715, 3.518], [-0.096, 0.063, 3.427], [-0.468, 0.746, 1.779], [-2.225, -0.853, 2.005], [-2.810, 0.798, 2.237], [-2.406, 1.149, -0.298], [-3.786, 0.152, 0.184], [-3.015, -3.152, -1.381], [-4.209, -2.116, -0.612], [-3.591, -4.068, 0.804], [-3.253, -2.544, 1.611], [-1.603, -4.231, 3.332], [-1.565, -2.483, 3.071], [0.850, -4.358, 2.969], [0.464, -3.281, 4.308], [2.050, -0.072, 3.257], [1.373, -1.033, 4.552], [-0.026, 0.904, 4.118], [-0.945, -0.549, 3.731], [1.036, -3.499, -2.695], [2.624, -2.161, -3.145], [4.070, -2.012, -1.607], [2.182, -1.179, -3.269], [3.115, -2.525, -4.037], [2.770, 0.885, 1.008], [3.454, 1.530, 2.084], [4.290, 2.523, 1.574], [4.191, 0.560, 2.796], [2.472, 2.088, 2.938], [2.374, 3.622, -1.184], [1.235, 3.817, -2.678], [1.236, 5.010, -3.384], [0.414, 5.152, -4.493], [-0.401, 4.101, -4.892], [-0.391, 2.911, -4.179], [0.423, 2.757, -3.062], [0.423, 1.471, -2.274], [1.249, 0.587, -2.611], [-0.406, 1.378, -1.339], [1.881, 5.818, -3.066], [0.414, 6.084, -5.046], [-1.043, 4.208, -5.758], [-1.022, 2.083, -4.483]],
  "forces_ev_per_angstrom": [[-0.1007, -0.1151, 0.0624], [0.0043, 0.0011, -0.0869], [0.0069, -0.0126, 0.0115], [-0.0377, 0.1009, 0.0545], [0.0482, -0.0214, 0.0054], [0.0423, -0.0268, -0.0433], [0.0139, 0.0019, -0.0564], [0.0055, -0.0491, -0.0249], [-0.0220, 0.0427, -0.0117], [0.1024, -0.0360, 0.0047], [-0.0306, -0.0752, -0.0325], [0.0544, 0.0679, -0.0383], [0.1078, 0.0159, 0.0318], [-0.0122, -0.0012, -0.0196], [-0.0330, -0.0268, -0.0075], [-0.0235, -0.0003, 0.0284], [-0.0068, 0.0119, 0.0071], [-0.0133, -0.0131, 0.0221], [-0.0239, -0.0498, -0.0139], [-0.0610, 0.0270, -0.0039], [-0.0179, 0.0178, -0.0036], [0.0186, 0.0168, 0.0594], [0.0045, 0.0057, 0.0238], [-0.0150, -0.0231, 0.0276], [-0.0295, -0.0558, 0.0184], [-0.0151, 0.0119, 0.0470], [-0.0216, 0.0044, 0.0074], [0.0101, -0.0053, -0.0034], [-0.0023, -0.0088, 0.0255], [-0.0234, -0.0253, -0.0132], [-0.0078, -0.0325, 0.0335], [0.0306, 0.0318, 0.0110], [-0.0014, 0.0434, -0.0044], [-0.0028, -0.0049, -0.0246], [0.0832, -0.0355, 0.0581], [0.0335, 0.1118, 0.0170], [-0.0864, -0.0745, 0.0500], [-0.1207, 0.1306, -0.1062], [0.0996, -0.0335, -0.0385], [0.0324, -0.0150, 0.0938], [0.0389, -0.0037, -0.0308], [-0.0508, 0.0207, -0.0865], [0.0092, -0.0091, 0.0237], [0.0188, -0.0122, 0.0158], [-0.0054, 0.0048, 0.0329], [0.0252, 0.0727, -0.0708], [-0.2938, -0.2632, 0.0895], [0.0512, 0.1396, -0.0058], [0.2145, 0.1703, -0.1772], [-0.0119, -0.0132, 0.0050], [-0.0015, -0.0146, 0.0129], [0.0134, -0.0108, 0.0151], [0.0026, 0.0165, 0.0085]],
  "multiplicity": 2,
  "relative_energy_kcal_mol": 0.0,
  "s2": 0.753,
  "total_charge": -1,
  "gap_ha": [0.221, 0.283]
}